Record 1
{
  "formula": "C6H8IO2",
  "method": "the ωB97M-V functional and the def2-TZVPD basis",
  "elements": ["C", "C", "C", "C", "C", "C", "O", "O", "I", "H", "H", "H", "H", "H", "H", "H", "H"],
  "coordinates": [[1.432635, 1.769946, -0.073851], [0.044419, -0.087457, 1.446746], [1.063932, 0.278280, 0.220935], [-0.306996, -0.318163, 0.002284], [-1.352417, 0.588158, -0.613471], [-0.439152, -1.746446, -0.484364], [2.499042, 1.922358, -0.667247], [0.602449, 2.591632, 0.333400], [2.773645, -0.977789, -0.010329], [0.310828, -0.927322, 2.067730], [-0.372314, 0.779883, 1.927915], [-1.195036, 1.607707, -0.269292], [-2.359699, 0.261208, -0.338853], [-1.267811, 0.571138, -1.701400], [-0.179215, -1.808338, -1.541591], [-1.468449, -2.088287, -0.366867], [0.214143, -2.416511, 0.068259]],
  "forces_ev_per_angstrom": [[-0.069, -0.712, 0.130], [1.358, 0.472, -1.834], [-1.038, -0.561, 1.758], [-0.274, -0.114, -0.029], [0.039, 0.142, 0.058], [0.092, 0.092, 0.110], [0.518, 0.386, -0.409], [-0.515, 0.547, 0.282], [-0.095, -0.152, 0.097], [0.068, -0.152, -0.009], [0.025, 0.224, 0.060], [-0.055, 0.029, -0.072], [0.014, -0.106, 0.008], [-0.024, 0.007, -0.087], [0.034, -0.042, -0.077], [-0.107, 0.016, 0.037], [0.028, -0.078, -0.024]],
  "relative_energy_kcal_mol": 0.00,
  "homo_ha": -0.1606,
  "charge": -1
}

Record 2
{
  "formula": "C8H25ClN4O6V",
  "method": "the ωB97M-V functional and the def2-TZVPD basis",
  "elements": ["O", "V", "C", "C", "O", "H", "H", "H", "H", "H", "Cl", "C", "O", "N", "N", "H", "H", "H", "H", "C", "O", "N", "N", "H", "H", "H", "H", "C", "C", "O", "H", "H", "H", "H", "H", "H", "C", "C", "O", "H", "H", "H", "H", "H", "H"],
  "coordinates": [[-0.463275, 0.989994, 0.414780], [0.307745, 0.159994, -0.715630], [-3.269195, -1.908706, -1.121650], [-1.945555, -2.613666, -0.818490], [-0.831225, -1.731956, -0.813820], [-3.286895, -1.231156, -1.975290], [-3.385145, -1.360106, -0.186940], [-3.904825, -2.757896, -1.372590], [-1.766215, -3.436966, -1.509940], [-1.895455, -3.018596, 0.192260], [-0.481125, 1.640214, -2.735390], [2.142135, 2.915214, 0.264460], [1.904665, 1.767114, -0.089970], [1.548825, 3.957664, -0.259140], [3.032355, 3.155074, 1.151020], [1.692845, 4.874764, 0.138720], [0.872545, 3.867964, -1.003920], [3.465505, 2.403184, 1.667870], [3.330355, 4.118844, 1.101470], [1.063345, -1.119646, 2.136150], [1.332825, -0.852866, 0.979950], [-0.079695, -1.597786, 2.591940], [1.755985, -0.845426, 3.171480], [-0.723975, -2.129976, 2.024690], [-0.100925, -1.550066, 3.600590], [1.364255, -1.272156, 3.998850], [2.698415, -0.547156, 2.964190], [-3.294465, 0.441824, 1.930470], [-2.966725, 1.774874, 1.299890], [-4.065995, 2.636914, 1.228030], [-4.076195, -0.087506, 1.385670], [-3.629835, 0.435494, 2.967580], [-2.401815, -0.153176, 2.123490], [-2.662865, 1.673854, 0.257990], [-2.190725, 2.299554, 1.857220], [-4.208025, 2.891114, 0.313260], [3.387805, -2.215656, -3.270810], [2.186335, -1.270306, -3.163450], [2.051935, -0.679166, -1.838880], [4.356635, -1.767666, -3.049980], [3.471375, -2.532046, -4.310530], [3.380365, -3.045796, -2.564460], [1.300315, -1.858976, -3.401200], [2.187625, -0.346346, -3.741710], [2.795975, -0.072886, -1.818210]],
  "forces_ev_per_angstrom": [[1.101, -1.556, -2.112], [-3.479, 0.072, 2.346], [1.054, -0.875, 0.534], [1.820, 1.887, -0.628], [1.598, 1.824, -0.413], [0.551, -0.051, 0.051], [-1.217, 0.045, -0.314], [-0.989, 0.395, 0.611], [0.098, -0.178, -0.253], [-0.924, -0.540, 0.248], [0.706, -0.943, 1.127], [-2.071, -2.553, -2.315], [-0.073, -1.996, -0.926], [-1.230, 2.514, -1.053], [2.834, 1.692, 2.852], [-0.243, -0.212, -0.200], [0.053, -0.344, 0.084], [0.091, 0.506, -0.282], [0.777, -0.455, 1.042], [-2.905, 0.088, -2.638], [1.170, -0.030, -1.556], [-2.730, -1.419, -0.125], [4.300, 1.467, 2.669], [-0.038, 0.346, 0.081], [-1.485, -0.716, -0.614], [1.866, 0.503, 0.354], [0.008, -0.061, 1.006], [-0.041, -0.478, 0.785], [0.351, 0.049, -0.434], [-1.585, 0.792, 0.396], [0.307, -0.152, -0.174], [-0.565, 1.025, 0.149], [0.264, -0.207, -1.066], [0.660, -0.590, 0.301], [0.281, -0.210, -0.017], [-0.002, -0.058, 0.152], [0.463, 0.795, 0.007], [-0.111, -0.011, 0.369], [0.033, -0.491, 0.308], [-0.022, 0.629, -0.035], [-0.161, -0.388, 0.088], [-0.691, -0.175, -0.269], [-0.214, 0.378, 0.339], [0.327, -0.636, -1.039], [0.065, 0.317, 0.564]],
  "homo_ha": [-0.2817, -0.2822],
  "charge": 0,
  "multiplicity": 2
}

Record 3
{
  "formula": "C2H3BrN2",
  "method": "the ωB97M-V functional and the def2-TZVPD basis",
  "elements": ["C", "C", "N", "N", "Br", "H", "H", "H"],
  "coordinates": [[0.004875, -0.049152, -0.666952], [0.086023, -0.086552, 0.843888], [0.272171, 1.166226, -1.329533], [-0.934733, 0.954994, -1.351686], [0.380146, -1.734101, -1.508822], [-0.241726, 0.783249, 1.378239], [1.146520, -0.337790, 1.311957], [-0.713277, -0.696874, 1.322909]],
  "forces_ev_per_angstrom": [[-1.361, 0.159, 1.055], [0.764, -1.150, 1.769], [0.460, 1.056, -1.046], [1.242, -1.552, 0.991], [-0.088, 0.536, -0.049], [0.322, 1.520, -0.588], [-2.209, 0.207, -1.345], [0.870, -0.777, -0.788]],
  "relative_energy_kcal_mol": 8.91,
  "homo_ha": -0.3633,
  "charge": 0
}

Record 4
{
  "formula": "C16H19BN6SnTe",
  "method": "the ωB97M-V functional and the def2-TZVPD basis",
  "elements": ["H", "N", "B", "N", "C", "Sn", "H", "C", "H", "C", "H", "C", "H", "H", "H", "N", "N", "N", "N", "C", "C", "H", "H", "C", "C", "C", "C", "H", "H", "H", "H", "H", "Te", "C", "C", "C", "C", "C", "C", "H", "H", "H", "H", "H"],
  "coordinates": [[2.136884, 0.213221, 2.141744], [1.712563, -0.770249, 0.299474], [1.655364, -2.294506, -1.751636], [2.209395, -1.899747, -0.318494], [3.184410, -2.416015, 0.458192], [0.109949, 0.819789, -0.430040], [3.722004, -3.303179, 0.137891], [3.291295, -1.633329, 1.597198], [3.959559, -1.792442, 2.424997], [2.360521, -0.601810, 1.466158], [2.289593, -3.177000, -2.264092], [-1.704306, 1.689942, -1.127800], [-1.766648, 2.458276, -0.317749], [-2.604896, 1.137703, -1.375943], [-1.348214, 2.197168, -2.044650], [1.672624, -0.978975, -2.635130], [0.137509, -2.603405, -1.565962], [0.922358, 0.161052, -2.273813], [-0.735677, -1.603930, -1.153841], [2.389487, -0.686115, -3.729846], [-0.557493, -3.729216, -1.825982], [3.027284, -1.431583, -4.206503], [-0.051203, -4.619128, -2.173934], [2.140322, 0.632338, -4.080672], [-1.888994, -3.489777, -1.554227], [1.238722, 1.150566, -3.152895], [-1.966460, -2.146016, -1.147107], [2.542080, 1.188946, -4.906579], [-2.687259, -4.204198, -1.641317], [0.837559, 2.155717, -3.040801], [-2.869441, -1.605159, -0.880532], [1.680359, 1.532507, -0.178964], [-1.197069, -0.124644, 1.935069], [-1.811561, 1.761772, 2.613666], [-0.836722, 2.771953, 2.764132], [-1.244032, 4.076410, 3.063501], [-2.602844, 4.378920, 3.226342], [-3.570379, 3.374306, 3.067787], [-3.188503, 2.064937, 2.741220], [0.213876, 2.503465, 2.643513], [-0.493051, 4.850995, 3.202482], [-2.908338, 5.390440, 3.493712], [-4.627186, 3.597719, 3.226602], [-3.914222, 1.261316, 2.600991]],
  "forces_ev_per_angstrom": [[0.099, 0.024, -0.154], [-0.473, -0.634, -0.187], [-0.705, 0.896, 0.329], [-0.315, 1.174, 0.367], [-0.514, 0.288, -0.229], [2.486, -2.367, -1.812], [-0.083, 0.253, 0.143], [0.272, -0.007, 0.498], [0.075, -0.001, -0.026], [0.275, -1.228, -0.708], [-0.220, 0.203, 0.201], [0.622, 1.520, 0.458], [-0.806, -0.403, -0.787], [0.130, -0.247, 0.474], [-0.137, -0.238, 0.356], [-0.663, 1.131, 0.736], [-0.684, 0.775, 0.333], [1.447, -0.024, -1.596], [0.188, -0.347, 0.428], [-0.417, 0.213, 0.370], [0.050, 0.506, 0.322], [-0.293, 0.277, 0.254], [-0.094, 0.111, 0.004], [-0.111, 0.835, -0.297], [-0.301, 0.075, 0.038], [0.560, -1.822, 0.101], [0.690, -1.045, -0.266], [0.147, -0.127, -0.138], [-0.106, 0.049, -0.053], [0.081, -0.302, -0.175], [0.326, 0.126, -0.035], [-1.118, 0.839, 0.475], [-0.776, 0.442, 1.010], [0.111, -0.587, -0.666], [-0.021, 0.861, 0.128], [0.753, -0.760, -0.049], [-0.077, -0.346, -0.001], [-0.155, -0.984, -0.150], [-0.338, 0.531, 0.359], [-0.188, 0.355, 0.112], [-0.156, -0.143, -0.067], [0.080, -0.251, -0.096], [0.342, -0.041, -0.147], [0.015, 0.420, 0.147]],
  "relative_energy_kcal_mol": 0.00,
  "homo_ha": [-0.5354, -0.5360],
  "charge": 2
}

Energy, respectively: -18548.516, -65157.637, -75142.654, -39623.302 eV.